No. 1
8
Properties=species:S:1:pos:R:3:mulliken_charge:R:1 method="wB97M-V/def2-TZVPD" energy_ev=-23948.4972 charge=0 max_force_ev_per_a=2.3 de_lowest_kj_mol=95.8 smiles=Cl[C@@H]1CP1
Cl -0.37658 -1.36698 -1.56641 -0.184
P -0.76230 1.23473 0.02678 -0.067
C 0.36277 -0.04645 -0.65879 -0.121
C 0.35899 -0.00643 0.82994 -0.592
H -2.18718 0.58456 0.01237 0.053
H 1.24833 0.29439 -1.17214 0.350
H 0.00502 -0.95232 1.28188 0.299
H 1.35095 0.25850 1.24637 0.262



No. 2
16
Properties=species:S:1:pos:R:3:mulliken_charge:R:1 method="wB97M-V/def2-TZVPD" energy_ev=-20599.0612 charge=0 max_force_ev_per_a=6.2 de_lowest_kj_mol=377.9
S -3.21053 -0.58418 -0.36944 0.169
N -1.81974 -1.44159 -0.07240 -0.495
N 1.00987 -1.11521 0.74310 -0.335
N -2.61931 0.93037 -0.10066 -0.521
C 1.84481 -0.52922 -0.25504 -0.365
C -1.32616 0.87979 0.13213 0.593
C -1.00286 -0.46799 0.24067 0.584
C -0.45532 2.03414 0.35954 -1.180
C 1.50192 -1.94083 -0.28480 -0.277
H 1.32564 0.07369 -0.95777 0.200
H 2.03335 -2.83584 0.13131 0.216
H 0.51556 1.82489 0.81955 0.326
H -0.22550 2.67210 -0.49710 0.309
H 0.68078 -2.25077 -0.89206 0.209
H -1.01666 2.76447 1.04159 0.332
H 2.76414 -0.01380 -0.03862 0.233



No. 3
19
Properties=species:S:1:pos:R:3:mulliken_charge:R:1 method="wB97M-V/def2-TZVPD" energy_ev=-5411.6174 charge=0 max_force_ev_per_a=1.9 de_lowest_kj_mol=41.7 smiles=CCC.CC
C 1.15694 0.90403 -0.34051 -0.940
C -3.41514 -0.40177 0.17229 -0.946
C 3.29501 -0.47613 -0.45017 -1.184
C -2.29481 0.39899 0.86982 -0.593
C 1.77222 -0.52857 -0.26078 -0.262
H 1.79621 1.45758 -1.01370 0.408
H -4.16405 0.36661 -0.05790 0.268
H -2.08319 1.22906 0.21015 0.246
H 1.01920 1.28631 0.67008 0.261
H 1.49839 -0.98238 0.69443 0.290
H 3.67500 -1.50067 -0.45511 0.342
H -2.62587 0.61187 1.88438 0.343
H 0.13905 0.87618 -0.73290 0.147
H -1.39515 -0.21136 0.96786 0.082
H 1.31042 -1.17245 -1.01197 0.297
H -3.84425 -1.26856 0.65775 0.327
H -3.09878 -0.68658 -0.83592 0.282
H 3.77170 0.01799 0.39509 0.300
H 3.48710 0.07985 -1.36288 0.332



No. 4
67
Properties=species:S:1:pos:R:3:mulliken_charge:R:1 method="wB97M-V/def2-TZVPD" energy_ev=-38143.6228 charge=0 max_force_ev_per_a=0.6 de_lowest_kj_mol=24.0 smiles="COCCN(C(=O)C[C@@H]1C(=O)NCCN1CC(c1ccccc1)c1ccccc1)C(C)C"
O -0.50678 0.46701 -1.64467 -0.747
O -5.38915 0.49232 0.25398 -0.345
O -2.29852 -2.84698 -0.51109 -0.692
N -2.24317 1.21171 -0.42212 0.467
N -0.54658 -4.24354 -0.45803 -0.106
N 1.07671 -2.14247 0.58484 0.528
C 2.07349 0.82859 3.47944 -1.016
C 2.29341 -1.68144 -0.05960 -2.494
C 5.00448 0.91607 -2.67494 -0.822
C 3.67430 0.24368 -0.78340 -0.347
C 6.04374 0.59631 -0.54258 -0.978
C 2.08729 0.60437 1.08118 -0.858
C -2.49060 3.63666 -0.82246 -1.420
C 1.61810 2.13026 3.37133 -0.521
C -6.36737 -0.48915 0.03208 -0.790
C 0.80817 -4.51020 -0.04164 -0.673
C -0.13452 -1.85398 -0.17749 -0.248
C 1.39707 2.67318 2.11620 -0.975
C 2.30841 0.07100 2.34388 0.573
C -0.90437 -0.66376 0.42165 -0.690
C 3.77948 0.57801 -2.12677 -0.200
C 6.14037 0.92482 -1.88422 -0.429
C 1.63124 1.91618 0.98400 0.294
C -1.20846 0.37540 -0.64765 0.401
C -3.86157 1.95966 -2.12711 -1.417
C 1.13788 -3.50000 1.06625 -0.923
C -1.10047 -3.01604 -0.37242 -0.119
C -4.13774 -0.05541 0.61634 -0.527
C 4.81905 0.25723 0.00349 -0.191
C -3.11453 1.08999 0.72479 -1.148
C -2.53468 2.23368 -1.42640 0.223
C 2.33520 -0.15082 -0.20058 2.265
H -1.60266 3.75437 -0.20548 0.298
H -4.03951 2.71794 -2.88537 0.484
H 1.45178 2.33828 0.00558 0.441
H 1.50514 -4.38327 -0.87977 0.255
H -3.81918 -0.79385 -0.13229 0.409
H -4.68508 1.96832 -1.41830 0.253
H 1.04076 3.68903 2.02187 0.431
H -0.28179 -0.18880 1.18192 0.439
H -6.06240 -1.17820 -0.76427 0.321
H -6.55905 -1.07041 0.94271 0.314
H -2.45558 4.37161 -1.62231 0.452
H 1.43492 2.71837 4.25875 0.419
H 4.74856 0.01195 1.05346 0.378
H 5.07220 1.17528 -3.72162 0.403
H 6.92618 0.60580 0.08102 0.390
H 2.64911 -0.94625 2.45320 0.377
H -3.37080 3.84194 -0.21750 0.356
H -1.81569 -1.02937 0.88501 0.693
H -2.51055 0.97650 1.62810 0.393
H 0.39505 -3.61113 1.86516 0.440
H -7.27482 0.03383 -0.26306 0.260
H 2.12734 -3.69507 1.48192 0.505
H 2.89298 0.57721 -2.74486 0.448
H -3.83109 0.98614 -2.61029 0.332
H -3.68639 2.01277 0.81916 0.469
H 2.24763 0.39741 4.45511 0.406
H -1.17972 -5.01238 -0.62019 0.305
H 1.56041 0.14842 -0.91223 0.099
H 3.14176 -2.01183 0.54538 0.703
H 2.42385 -2.10972 -1.06963 0.318
H -4.23716 -0.57152 1.58423 0.557
H -1.72256 2.14424 -2.15536 0.369
H 7.09697 1.18994 -2.31023 0.393
H 0.14442 -1.57294 -1.20717 0.311
H 0.88509 -5.53693 0.32108 0.506



No. 5
26
Properties=species:S:1:pos:R:3:mulliken_charge:R:1 method="wB97M-V/def2-TZVPD" energy_ev=-74456.0725 charge=+1 max_force_ev_per_a=2.2 de_lowest_kj_mol=324.2
Zn 0.04991 -2.92555 5.12655 0.672
Cl 0.04269 -3.13300 2.88992 0.176
O 0.94899 1.86996 -0.20270 -0.680
O 1.70590 -1.69680 -2.14321 -0.620
N -0.64478 2.10283 1.38681 -0.183
N -0.43474 -1.54445 -1.51897 -0.155
C 0.34109 1.42934 0.76184 0.547
C 0.76868 0.09207 1.34320 -0.447
C -0.98183 3.46978 1.03585 -0.824
C 0.65854 -1.07253 -2.16501 0.734
C 0.56621 0.25977 -2.86004 -0.970
C -0.41909 -2.73833 -0.72509 -0.655
H -1.28687 -1.01099 -1.54222 0.235
H 0.83505 -0.57752 0.48666 -0.033
H -1.41336 -2.94754 -0.33240 0.368
H 1.28420 0.31061 -3.66910 0.318
H -0.44013 0.42883 -3.25630 0.357
H 0.72217 1.05962 -2.13313 0.188
H 0.08862 -0.34920 2.07604 0.217
H -1.15373 1.57318 2.06946 0.221
H -0.16473 -3.60453 -1.33993 0.321
H -0.03387 4.00365 0.94540 0.272
H -1.64552 3.86419 1.79760 0.340
H 0.29357 -2.66127 0.10640 0.038
H -1.42553 3.57259 0.04348 0.265
H 1.73859 0.22528 1.81888 0.297



No. 6
17
Properties=species:S:1:pos:R:3:mulliken_charge:R:1 method="wB97M-V/def2-TZVPD" energy_ev=-6849.6931 charge=0 max_force_ev_per_a=0.5 de_lowest_kj_mol=370.1
N 1.14292 -1.05400 -1.47133 -0.342
C 0.01867 -0.33337 -0.89296 -0.575
C 0.21824 0.35368 0.39512 -0.328
C -0.86170 1.33648 0.66657 -0.105
C -1.46095 1.15309 2.06493 -1.137
C 1.57831 -2.16735 -0.63921 -0.840
H -0.67234 1.14140 2.82191 0.315
H -0.76817 -1.06681 -0.60657 0.277
H 0.85275 -2.98633 -0.72298 0.273
H -2.17045 1.95417 2.29325 0.330
H -0.31874 2.29845 0.64774 0.245
H -0.46687 0.28669 -1.66898 0.355
H 2.53985 -2.53710 -1.00700 0.327
H 1.68079 -1.90037 0.42416 0.339
H 1.91110 -0.39385 -1.54979 0.279
H -1.99990 0.20167 2.12488 0.309
H -1.66020 1.40875 -0.09628 0.279



No. 7
23
Properties=species:S:1:pos:R:3:mulliken_charge:R:1 method="wB97M-V/def2-TZVPD" energy_ev=-60676.0682 multiplicity=5 charge=+3 max_force_ev_per_a=13.4 s2=6.070
Mn -0.90990 0.29043 -0.47558 0.077
S 0.92641 0.07493 0.91566 -0.041
O -3.04108 -0.12015 1.64729 -0.076
O -3.21824 0.20825 -2.41525 -0.112
O -0.67750 -2.59093 -0.90981 -0.118
O 0.95068 0.61984 -2.99244 -0.112
N 2.76667 -1.65165 0.12306 -0.295
N 1.79068 -2.20443 2.17627 -0.345
C -2.16184 0.06233 0.89670 0.630
C -1.43365 2.43970 -0.55279 -0.677
C -0.34299 2.38612 0.29957 -0.489
C 1.86811 -1.45692 1.06164 0.623
C -0.53554 -1.45544 -0.59239 0.181
C -2.30488 0.46976 -1.66910 0.327
C 0.24437 0.61424 -2.04309 0.598
H -0.50106 2.53825 1.41036 0.425
H 3.42205 -2.41309 0.21019 0.257
H 2.14581 -3.18340 2.27394 0.317
H 0.67377 2.71344 -0.06643 0.431
H 3.04275 -0.84956 -0.44161 0.260
H -2.44877 2.63337 -0.12031 0.440
H 1.05020 -1.99145 2.84500 0.257
H -1.30605 2.86635 -1.58087 0.443



No. 8
58
Properties=species:S:1:pos:R:3:mulliken_charge:R:1 method="wB97M-V/def2-TZVPD" energy_ev=-74941.0945 multiplicity=4 charge=0 max_force_ev_per_a=2.6 de_lowest_kj_mol=18.3 s2=3.761
V -0.92020 0.34287 -1.21421 0.952
S -0.76462 0.43692 1.86186 0.856
O 1.00019 0.56503 -0.98121 -0.723
O -2.69200 0.68064 -1.49146 -0.646
O -2.19308 0.06278 1.55028 -0.694
N 0.10436 -3.77335 -1.75106 0.285
N -0.70128 -1.75834 -1.45787 0.281
N 0.63621 2.82144 -0.74690 -1.003
N -0.69773 2.37802 -0.95358 0.580
C -3.04269 2.95905 -0.95433 0.587
C -1.75831 -2.65700 -1.47695 -1.005
C 1.56130 -1.04776 1.84781 -0.511
C 3.41581 3.19954 -0.20401 -0.403
C 4.75930 3.31445 0.12439 -0.589
C 2.27458 -2.23836 1.82476 -0.710
C 1.59644 -3.45424 1.79477 -0.577
C -0.51398 -2.28981 1.81756 -0.408
C -4.91292 1.44855 -1.30267 -0.718
C 0.17505 -1.09077 1.83546 0.411
C -1.26871 -3.90769 -1.66065 -0.276
C -1.61432 3.25474 -0.83436 -0.451
C -3.96043 3.99264 -0.71824 -0.764
C 2.86696 1.94850 -0.46023 0.457
C -5.31956 3.76621 -0.74982 -0.739
C -3.53876 1.67860 -1.25132 0.716
C 3.67347 0.82168 -0.39940 -0.025
C 5.01825 0.93377 -0.06097 -0.817
C 5.56185 2.18222 0.20488 -0.404
C 1.41305 1.78523 -0.76806 0.396
C 1.07490 -4.83580 -1.98513 -0.875
C 0.38898 -2.47046 -1.62994 -0.600
C 0.20645 -3.47878 1.79428 -0.582
C -0.73327 0.66353 3.62620 -1.133
C -5.79058 2.48076 -1.04179 -0.357
H -5.26429 0.45313 -1.53655 0.401
H 1.45118 -4.79816 -3.00501 0.328
H 6.60726 2.27520 0.47159 0.381
H -1.75107 -4.86707 -1.73194 0.449
H 1.90200 -4.73367 -1.28559 0.331
H 1.38972 -2.06667 -1.62672 0.400
H -6.85729 2.29114 -1.06625 0.373
H -2.77203 -2.32447 -1.33404 0.490
H 0.28927 0.87127 3.94740 0.358
H 5.18091 4.29217 0.32129 0.391
H 2.77745 4.07135 -0.26130 0.465
H 2.15424 -4.38322 1.78615 0.503
H -1.37663 1.51582 3.84268 0.420
H -3.57926 4.98392 -0.49443 0.351
H -0.32167 -4.42442 1.77935 0.437
H -1.30763 4.27601 -0.61316 0.308
H 0.58794 -5.79265 -1.81956 0.303
H 2.08307 -0.09685 1.86060 0.397
H -1.11886 -0.24172 4.09629 0.368
H -1.59679 -2.27371 1.81291 0.482
H -6.01338 4.56967 -0.54170 0.386
H 5.63776 0.04676 -0.00543 0.408
H 3.23563 -0.14322 -0.61612 0.330
H 3.35781 -2.21539 1.83143 0.430